C24H66O9 | ωB97M-V with the def2-TZVPD basis set

## Properties
LUMO level ... -0.0053 Ha
Electronic energy ... -1630.20702 Eh
Energy above the lowest of the compared OMol25 structures with the same formula, charge and spin ... 25.876 eV
Gap between HOMO and LUMO ... 7.162 eV
Spin multiplicity ... 1

Each line ends with the Mulliken charge.
CARTESIAN COORDINATES (ANGSTROEM)
C 21.329 -7.941 -3.201  -0.383
C 21.201 -9.386 -2.701  -0.202
O 22.153 -10.171 -3.392  -0.598
H 21.050 -7.839 -4.250  0.608
H 22.292 -7.435 -3.140  0.403
H 20.524 -7.427 -2.675  -0.105
H 20.188 -9.736 -2.898  0.372
H 21.441 -9.412 -1.638  -0.066
H 22.385 -10.947 -2.878  0.354
C 18.397 -4.651 0.544  -2.091
C 18.696 -6.159 0.244  0.680
O 17.621 -6.574 -0.522  -0.651
H 17.531 -4.534 1.197  0.520
H 18.096 -4.098 -0.346  0.319
H 19.215 -4.132 1.042  0.376
H 18.740 -6.760 1.152  0.892
H 19.612 -6.311 -0.328  -0.689
H 17.650 -7.531 -0.589  0.438
C 20.242 -8.243 -0.233  -0.238
C 20.088 -9.651 0.397  -1.044
O 18.709 -9.888 0.606  -0.555
H 21.168 -8.005 -0.756  -0.430
H 20.221 -7.524 0.586  0.637
H 19.475 -7.998 -0.967  0.275
H 20.586 -9.727 1.364  0.386
H 20.386 -10.482 -0.241  0.338
H 18.656 -10.704 1.108  0.359
C 20.406 0.051 -0.731  -1.885
C 21.088 -1.294 -0.315  -0.358
C 20.148 -2.430 -0.063  -1.038
O 21.957 -1.695 -1.385  -0.883
H 21.103 0.879 -0.598  0.461
H 19.628 0.255 0.004  0.408
H 19.972 0.092 -1.730  0.267
H 21.678 -1.129 0.586  0.409
H 19.357 -2.183 0.644  0.570
H 20.668 -3.280 0.379  -0.062
H 19.593 -2.741 -0.948  1.050
H 22.315 -2.559 -1.167  1.076
C 23.463 -5.238 -4.759  -0.098
C 24.857 -5.416 -5.457  -0.018
C 24.821 -5.772 -6.928  -1.416
O 25.568 -4.201 -5.419  -0.577
H 23.629 -5.068 -3.695  0.240
H 22.879 -6.142 -4.934  -0.145
H 22.863 -4.401 -5.117  0.452
H 25.393 -6.177 -4.890  0.452
H 24.414 -4.997 -7.578  0.317
H 24.227 -6.685 -6.978  0.348
H 25.832 -5.952 -7.292  0.384
H 24.924 -3.636 -5.852  0.408
C 20.301 -4.507 -1.314  -2.969
C 21.252 -5.709 -1.324  1.465
C 22.035 -5.693 -2.634  -4.580
O 22.136 -5.418 -0.335  -0.975
H 19.458 -4.757 -1.957  0.866
H 20.801 -3.617 -1.696  0.833
H 19.866 -4.301 -0.336  0.167
H 20.788 -6.671 -1.108  0.161
H 22.483 -4.740 -2.914  0.925
H 21.439 -6.046 -3.475  2.582
H 22.874 -6.390 -2.624  1.032
H 22.576 -6.214 -0.028  -0.217
C 20.065 -4.362 -4.878  -1.446
C 18.874 -4.311 -3.946  1.246
C 18.893 -3.092 -3.132  -1.391
O 17.703 -4.184 -4.806  -0.639
H 21.032 -4.588 -4.428  -0.068
H 20.112 -3.401 -5.389  0.364
H 19.921 -5.086 -5.680  0.561
H 18.828 -5.236 -3.371  -0.010
H 18.820 -2.143 -3.662  0.537
H 19.847 -2.953 -2.622  0.867
H 18.102 -3.147 -2.384  0.072
H 17.716 -5.044 -5.233  0.410
C 24.265 -4.150 -1.337  -0.561
C 23.500 -3.255 -0.403  -0.586
C 23.939 -1.816 -0.522  -1.479
O 22.157 -3.380 -0.696  -0.394
H 24.111 -3.993 -2.405  0.192
H 24.119 -5.217 -1.169  -0.576
H 25.335 -3.999 -1.193  0.880
H 23.599 -3.599 0.626  0.441
H 23.404 -1.210 0.209  0.323
H 23.749 -1.431 -1.523  0.272
H 24.996 -1.628 -0.335  0.518
H 21.972 -4.318 -0.782  0.815
C 24.539 -7.347 -0.724  -0.926
C 23.680 -7.339 0.542  0.902
C 24.063 -6.201 1.484  -1.796
O 22.376 -7.194 0.071  -1.101
H 25.552 -7.102 -0.403  0.435
H 24.265 -6.605 -1.474  0.282
H 24.591 -8.344 -1.162  0.357
H 23.823 -8.314 1.008  0.437
H 23.923 -5.265 0.944  0.330
H 25.126 -6.226 1.722  0.460
H 23.549 -6.126 2.442  0.325
H 21.794 -7.261 0.832  0.387

C24H68O16 | ωB97M-V with the def2-TZVPD basis set

## Properties
LUMO level ... 0.0117 Ha
Electronic energy ... -2158.16978 Eh
Energy above the lowest of the compared OMol25 structures with the same formula, charge and spin ... 20.560 eV
Gap between HOMO and LUMO ... 6.563 eV
Spin multiplicity ... 1

Each line ends with the Mulliken charge.
CARTESIAN COORDINATES (ANGSTROEM)
C 31.678 2.149 29.217  -0.478
C 31.028 2.030 27.860  0.171
O 31.553 1.021 26.966  -0.531
O 30.795 2.860 30.143  -0.347
H 32.519 2.694 29.281  0.425
H 31.746 1.027 29.664  0.284
H 31.013 2.987 27.344  0.214
H 29.979 1.658 27.944  -0.147
H 31.846 0.381 27.497  0.298
H 30.682 2.417 30.988  0.174
C 27.818 4.503 24.197  -0.354
C 27.627 4.814 22.709  -0.106
O 28.239 3.885 21.837  -0.531
O 27.141 5.332 25.027  -0.499
H 28.865 4.213 24.413  0.362
H 27.315 3.510 24.316  -0.082
H 28.192 5.791 22.632  0.236
H 26.633 4.779 22.210  0.232
H 28.405 3.090 22.374  0.297
H 27.592 6.164 24.776  0.387
C 30.682 9.759 28.591  -0.642
C 30.128 8.401 29.087  0.248
O 30.555 7.359 28.312  -0.607
O 29.934 10.874 29.188  -0.547
H 30.416 9.926 27.482  0.278
H 31.636 9.856 28.697  0.378
H 29.061 8.344 29.182  0.024
H 30.333 8.407 30.189  0.149
H 29.877 6.667 28.474  0.230
H 29.669 11.552 28.518  0.315
C 22.506 5.177 30.601  -0.582
C 23.991 4.732 30.783  0.939
O 24.285 5.101 32.166  -0.484
O 22.129 4.686 29.362  -0.444
H 22.281 6.221 30.485  0.286
H 21.810 4.833 31.322  0.462
H 24.774 5.316 30.088  -0.453
H 24.474 3.685 30.627  -0.156
H 23.521 4.943 32.637  0.264
H 22.415 3.832 29.458  0.181
C 27.458 6.895 34.062  0.785
C 27.376 8.378 33.905  -0.642
O 27.581 8.729 32.592  -0.412
O 27.056 6.701 35.378  -0.561
H 28.572 6.448 33.868  -0.099
H 26.736 6.426 33.306  -0.263
H 28.247 8.789 34.522  0.235
H 26.439 8.966 34.469  0.316
H 26.739 8.330 32.130  0.289
H 26.151 7.065 35.436  0.338
C 23.278 2.847 26.751  -1.121
C 24.391 3.878 26.615  0.984
O 24.444 4.543 25.413  -0.586
O 23.199 2.204 28.039  -0.494
H 23.571 1.899 26.139  0.528
H 22.294 3.245 26.427  0.308
H 25.139 3.120 27.041  -0.718
H 24.257 4.517 27.517  0.176
H 25.215 4.930 25.471  0.471
H 22.927 1.259 27.863  0.337
C 26.163 2.610 27.013  1.388
C 26.564 1.350 26.278  -0.200
C 28.094 1.169 26.327  -0.763
O 26.030 0.205 26.976  -0.565
H 26.245 2.732 28.106  -0.224
H 25.092 2.675 26.642  -0.597
H 26.538 3.495 26.679  0.134
H 26.365 1.337 25.129  0.159
H 28.433 0.213 26.101  0.567
H 28.463 1.232 27.362  -0.318
H 28.436 2.012 25.683  0.101
H 26.182 -0.554 26.426  0.386
C 30.660 2.195 35.110  -1.615
C 30.361 2.841 33.742  1.003
C 30.666 4.293 33.571  -1.975
O 31.031 2.024 32.763  -0.595
H 29.905 2.677 35.737  0.424
H 31.558 2.018 35.475  0.485
H 30.139 1.225 35.294  0.363
H 29.261 2.969 33.576  -0.084
H 31.640 4.762 33.825  0.410
H 29.989 4.865 34.033  0.629
H 30.506 4.679 32.619  0.544
H 32.031 2.129 32.834  0.316
C 26.688 1.492 30.713  0.590
C 26.906 0.038 31.130  0.240
C 28.388 -0.342 31.563  -1.062
O 25.973 -0.281 32.091  -0.540
H 27.568 1.743 30.003  -0.556
H 26.765 2.326 31.640  0.137
H 25.788 1.617 29.979  -0.206
H 26.540 -0.614 30.215  0.186
H 28.596 -1.264 31.553  0.755
H 28.940 0.255 32.455  -0.012
H 29.034 0.040 30.734  0.037
H 25.931 -1.253 32.124  0.367
C 27.891 4.865 30.773  0.202
C 28.050 4.764 29.232  2.410
C 27.133 5.794 28.440  -1.051
O 29.377 4.932 28.997  0.212
H 28.375 5.869 30.921  0.083
H 28.515 3.969 31.177  -0.495
H 26.939 4.813 31.040  -0.064
H 27.704 3.846 28.754  -1.355
H 27.405 6.860 28.777  0.261
H 26.164 5.882 28.596  0.337
H 27.284 5.615 27.299  -0.253
H 29.909 4.208 29.458  0.095

C24H70N2O13 | ωB97M-V with the def2-TZVPD basis set

## Properties
LUMO level ... 0.0183 Ha
Electronic energy ... -2043.88245 Eh
Gap between HOMO and LUMO ... 9.950 eV
SMILES ... COC[C@H](C)N.COC[C@H](C)N.OCCO.OCCO.OCCO.CCO.CCO.CCO.CCO.CCO
Spin multiplicity ... 1

Each line ends with the Mulliken charge.
CARTESIAN COORDINATES (ANGSTROEM)
C -1.081 3.216 -3.740  -0.769
C -0.164 4.288 -3.103  -0.437
O -0.170 4.110 -1.692  -0.419
H -0.719 2.178 -3.755  0.051
H -1.177 3.471 -4.807  0.444
H -2.098 3.195 -3.323  0.237
H -0.523 5.308 -3.359  0.352
H 0.845 4.133 -3.486  0.287
H -0.953 4.491 -1.288  0.164
C -0.062 1.396 3.922  -0.703
C 1.104 2.243 3.517  0.333
O 2.138 2.246 4.442  -0.604
H -0.879 1.508 3.210  0.016
H -0.379 1.588 4.934  0.474
H 0.223 0.330 3.903  0.326
H 0.655 3.260 3.404  0.208
H 1.505 2.060 2.506  -0.280
H 2.883 2.672 3.983  0.372
C -3.681 3.484 0.335  -0.843
C -2.600 3.780 1.348  0.034
O -1.630 4.674 0.776  -0.553
H -3.290 2.842 -0.489  -0.172
H -4.217 4.318 -0.080  0.413
H -4.458 2.819 0.748  0.325
H -2.176 2.818 1.711  -0.153
H -3.042 4.169 2.274  0.415
H -0.899 4.941 1.356  0.311
C -4.060 0.108 -2.086  -0.785
C -3.913 -1.030 -1.094  0.377
O -4.790 -0.843 0.016  -0.608
H -3.751 1.010 -1.550  -0.198
H -5.164 0.223 -2.266  0.445
H -3.538 -0.151 -2.969  0.308
H -2.879 -0.974 -0.720  -0.137
H -4.146 -1.956 -1.581  0.406
H -4.630 -1.546 0.631  0.320
C -0.146 1.358 0.174  1.406
C -0.149 0.468 -1.091  0.284
O 0.554 -0.751 -0.670  0.800
H -0.481 0.800 1.059  0.108
H -0.707 2.274 0.119  -0.267
H 0.906 1.571 0.447  -1.205
H 0.312 1.010 -1.923  0.155
H -1.148 0.197 -1.415  -0.872
H 1.466 -0.634 -0.984  -0.335
C -3.488 -0.470 3.793  -0.624
C -3.798 0.559 2.708  0.508
O -4.230 1.754 3.228  -0.471
O -3.322 -1.724 3.195  -0.505
H -4.293 -0.485 4.519  0.420
H -2.603 -0.081 4.343  0.136
H -4.602 0.021 2.160  0.299
H -2.921 0.771 2.057  -0.283
H -5.114 1.616 3.591  0.365
H -2.423 -1.817 2.852  0.272
C 2.712 3.482 -0.725  0.287
C 3.748 2.952 0.213  0.147
O 4.561 4.030 0.689  -0.617
O 1.885 4.377 0.095  -0.543
H 2.098 2.696 -1.161  -0.259
H 3.103 4.165 -1.487  0.360
H 4.391 2.267 -0.339  0.040
H 3.268 2.348 1.004  -0.190
H 3.940 4.624 1.148  0.419
H 1.062 4.419 -0.437  0.412
C 0.006 -2.248 -4.173  0.131
C -1.505 -2.088 -4.011  0.382
O -2.066 -3.284 -3.565  -0.599
O 0.672 -1.020 -4.493  -0.510
H 0.146 -2.965 -5.005  0.450
H 0.375 -2.661 -3.226  -0.434
H -2.070 -1.729 -4.878  0.415
H -1.631 -1.301 -3.243  -0.592
H -1.764 -3.382 -2.623  0.473
H 0.611 -0.804 -5.436  0.280
C 3.285 -0.667 1.867  -0.936
C 3.346 -1.978 1.046  2.372
C 4.051 -1.689 -0.292  -1.234
O 3.233 -0.788 -1.097  -0.126
C 3.858 -0.086 -2.143  -0.943
N 4.004 -3.129 1.765  -0.634
H 4.242 -0.181 2.092  0.447
H 2.604 -0.774 2.722  0.341
H 2.834 0.045 1.172  -0.288
H 2.280 -2.228 0.914  -1.402
H 4.269 -2.591 -0.959  0.296
H 4.992 -1.131 -0.127  0.556
H 4.071 -0.713 -3.002  0.274
H 4.794 0.343 -1.733  0.326
H 3.217 0.735 -2.436  0.190
H 4.150 -3.898 1.093  0.288
H 4.965 -2.921 2.093  0.300
C 1.302 -4.432 -1.213  -0.918
C -0.016 -4.536 -0.464  0.003
C 0.281 -4.507 1.025  -0.129
O 0.981 -5.698 1.338  -0.364
C 1.425 -5.829 2.676  -0.749
N -0.951 -3.478 -0.856  -0.081
H 1.691 -3.389 -1.187  -0.207
H 1.179 -4.713 -2.266  0.353
H 2.058 -5.098 -0.765  0.441
H -0.412 -5.538 -0.688  0.417
H -0.629 -4.467 1.633  0.497
H 0.902 -3.633 1.357  -0.049
H 1.883 -6.825 2.762  0.251
H 0.593 -5.781 3.388  0.306
H 2.175 -5.063 2.956  0.257
H -1.763 -3.482 -0.218  0.303
H -0.528 -2.571 -0.593  -0.356

C24H70N2O18 | ωB97M-V with the def2-TZVPD basis set

## Properties
LUMO level ... 0.0130 Ha
Electronic energy ... -2420.05071 Eh
Energy above the lowest of the compared OMol25 structures with the same formula, charge and spin ... 1.575 eV
Gap between HOMO and LUMO ... 9.904 eV
SMILES ... COC[C@H](C)N.COC[C@H](C)N.OCCO.OCCO.OCCO.OCCO.OCCO.OCCO.OCCO.OCCO
Spin multiplicity ... 1

Each line ends with the Mulliken charge.
CARTESIAN COORDINATES (ANGSTROEM)
C -3.692 0.470 6.372  -0.232
C -2.186 0.552 6.509  -0.726
O -1.524 0.526 5.207  -0.247
O -4.218 1.646 5.727  -0.592
H -4.114 0.294 7.367  0.385
H -3.880 -0.419 5.770  0.115
H -1.888 -0.298 7.118  0.497
H -1.849 1.475 6.968  0.309
H -0.680 0.104 5.468  0.217
H -5.138 1.468 5.492  0.285
C 3.590 0.856 3.001  -0.678
C 3.477 0.768 1.473  0.566
O 4.878 0.776 0.987  -0.609
O 4.173 -0.302 3.528  -0.575
H 2.635 0.970 3.448  0.293
H 4.246 1.742 3.175  0.375
H 3.057 1.704 1.092  -0.131
H 3.018 -0.134 1.032  0.132
H 4.833 0.776 0.027  0.356
H 5.091 -0.383 3.256  0.347
C -1.513 3.654 4.078  0.162
C -1.255 4.931 3.307  -0.481
O -0.032 5.514 3.733  -0.537
O -2.675 2.978 3.618  -0.561
H -1.708 3.932 5.137  0.405
H -0.574 3.056 4.073  0.017
H -2.038 5.663 3.449  0.318
H -1.242 4.673 2.234  0.163
H 0.700 4.996 3.390  0.308
H -2.970 2.468 4.377  0.176
C -1.641 -3.917 1.419  0.406
C -1.613 -3.930 2.951  -0.177
O -2.853 -4.350 3.484  -0.567
O -1.753 -5.222 0.851  -0.627
H -0.656 -3.569 1.054  0.096
H -2.549 -3.438 1.056  -0.242
H -1.388 -2.959 3.436  0.024
H -0.877 -4.649 3.319  0.398
H -3.391 -3.573 3.692  0.294
H -0.981 -5.721 1.124  0.358
C 3.045 2.657 -1.686  -0.459
C 2.223 2.707 -2.940  0.269
O 3.120 2.241 -4.047  -0.524
O 3.648 1.324 -1.539  -0.412
H 2.408 2.876 -0.809  0.293
H 3.837 3.389 -1.682  0.364
H 1.733 3.656 -3.147  0.372
H 1.444 1.972 -2.802  -0.216
H 2.595 1.827 -4.766  0.293
H 3.932 1.066 -2.420  0.194
C 0.735 -4.685 -1.667  -0.486
C 0.677 -3.251 -2.201  0.262
O 1.885 -2.542 -1.958  -0.531
O 1.174 -4.568 -0.355  -0.525
H 1.458 -5.294 -2.258  0.288
H -0.240 -5.157 -1.653  0.337
H -0.012 -2.707 -1.561  -0.089
H 0.427 -3.290 -3.277  0.201
H 2.543 -2.725 -2.638  0.218
H 1.896 -3.928 -0.288  0.316
C -4.820 -1.723 2.038  -0.460
C -4.111 -0.444 1.775  0.787
O -3.992 -0.348 0.366  -0.696
O -5.120 -1.888 3.450  -0.503
H -4.185 -2.583 1.848  0.012
H -5.679 -1.730 1.424  0.373
H -3.083 -0.497 2.206  -0.475
H -4.614 0.464 2.161  0.325
H -3.178 0.135 0.167  0.073
H -5.796 -2.561 3.610  0.268
C -2.458 2.961 -3.116  -0.579
C -3.389 2.723 -1.900  0.739
O -4.595 2.383 -2.509  -0.576
O -1.051 3.198 -2.814  -0.591
H -2.848 3.771 -3.696  0.422
H -2.498 2.056 -3.732  0.239
H -3.524 3.644 -1.290  0.190
H -3.051 1.899 -1.230  -0.327
H -5.238 2.008 -1.895  0.334
H -0.721 2.541 -2.191  0.386
C -0.331 -0.002 1.977  -0.852
C -0.425 0.911 0.783  1.454
C -0.393 0.085 -0.480  -1.093
O -0.275 0.934 -1.597  0.201
C -0.280 0.252 -2.863  -0.955
N -1.705 1.640 0.816  0.012
H -1.056 -0.810 1.963  -0.349
H -0.422 0.537 2.924  -0.090
H 0.667 -0.463 1.846  0.639
H 0.478 1.527 0.839  -0.380
H -1.274 -0.522 -0.499  0.352
H 0.504 -0.538 -0.416  0.105
H -0.402 1.070 -3.607  0.422
H -1.148 -0.360 -2.851  0.511
H 0.528 -0.445 -2.904  -0.056
H -1.986 1.801 1.780  -0.221
H -1.637 2.483 0.263  0.212
C 1.962 -1.586 -5.383  -0.887
C 3.302 -2.253 -5.508  0.484
C 4.498 -1.352 -5.255  -0.746
O 4.362 -0.159 -6.057  -0.312
C 5.429 0.682 -5.839  -0.719
N 3.437 -3.340 -4.543  -0.479
H 1.206 -2.311 -5.728  0.394
H 1.956 -0.678 -5.976  0.462
H 1.796 -1.280 -4.345  -0.272
H 3.320 -2.648 -6.552  0.139
H 5.476 -1.799 -5.514  0.431
H 4.546 -0.991 -4.192  0.191
H 6.335 0.236 -6.284  0.343
H 5.540 0.875 -4.768  0.269
H 5.341 1.582 -6.483  0.234
H 2.850 -4.150 -4.788  0.251
H 4.406 -3.632 -4.534  0.183